# 1
{"formula": "C4H16NO2", "method": "ωB97M-V/def2-TZVPD", "multiplicity": 1, "homo_energy_ev": -14.79, "charge": 1, "e_above_lowest_ev": 1.177, "gap_ev": 11.6118, "e_lumo_ev": -3.2, "elements": ["H", "H", "H", "C", "H", "H", "O", "H", "C", "O", "H", "H", "H", "H", "C", "N", "H", "H", "H", "H", "H", "H", "C"], "positions_angstrom": [[-1.707924, 0.954772, -1.105929], [2.063970, -3.114165, 1.709535], [-1.091449, -1.468025, 0.454795], [0.113268, 2.125737, -0.548939], [0.101902, -1.041405, 1.542204], [2.841767, -1.932497, 1.134956], [-1.026850, -1.322445, -2.508970], [-0.429094, 0.087296, -0.867121], [-0.869859, 0.968350, -0.405885], [2.058386, -2.150662, 1.652541], [-1.444695, -2.144831, -2.763081], [1.691327, 0.644394, -0.389421], [-2.340332, 0.643719, 1.203017], [-1.017083, -0.808905, -3.318711], [1.581239, 1.724613, -0.363907], [-0.870372, -0.874219, 1.257311], [-1.371649, -1.313075, 2.037896], [2.234611, 2.218885, -1.080573], [-0.122873, 2.630827, -1.485912], [-0.872698, 1.150166, 1.798217], [1.928640, 2.102925, 0.599513], [-0.177195, 2.888799, 0.177435], [-1.275553, 0.539834, 0.986469]], "forces_ev_per_angstrom": [[-0.472, 0.967, 0.492], [0.052, 0.093, 0.060], [0.308, 0.112, -0.185], [-0.949, 0.462, 0.185], [0.524, 0.302, -0.635], [-0.008, 0.054, 0.053], [-0.013, -0.043, 0.274], [0.712, -0.156, 0.123], [0.284, -1.197, -0.913], [-0.342, -0.009, -0.127], [-0.110, -0.328, -0.122], [0.255, -0.073, -0.184], [-0.112, -0.500, -0.439], [0.065, 0.184, -0.183], [-0.216, 0.796, 0.401], [-0.483, -1.205, 0.782], [-0.317, 0.410, -0.038], [-0.048, -0.299, -0.227], [0.446, -0.252, -0.251], [0.577, -0.060, -0.262], [0.064, -0.311, 0.103], [0.175, 0.039, 0.144], [-0.395, 1.014, 0.949]]}


# 2
{"formula": "C4H16NO2", "method": "ωB97M-V/def2-TZVPD", "multiplicity": 1, "homo_energy_ev": -15.46, "charge": 1, "e_above_lowest_ev": 1.942, "gap_ev": 12.6945, "e_lumo_ev": -2.8, "elements": ["O", "H", "C", "C", "H", "H", "H", "H", "H", "H", "H", "C", "H", "H", "H", "C", "H", "H", "H", "O", "H", "N", "H"], "positions_angstrom": [[0.990019, 1.576490, -3.784863], [-2.244562, 0.914995, 1.576554], [1.469010, -0.591848, 0.657002], [0.362773, -0.149277, 1.479293], [-0.323964, -0.021550, -0.484227], [-1.155902, -0.729249, 2.732186], [0.554149, 0.902615, 1.921434], [0.443861, -0.817786, 3.487814], [-1.136424, -1.084361, 0.492546], [0.150700, -1.236148, -2.298666], [0.422925, 0.216134, -2.517593], [-0.162157, -0.930185, 2.634486], [-1.500970, 1.871137, 0.202883], [1.839498, 0.279055, -0.074918], [2.274325, -0.970438, 1.390756], [-1.884354, 0.895077, 0.501554], [1.208834, -1.463228, 0.211105], [-2.656805, 0.561646, -0.284012], [0.006568, -1.992841, 2.279380], [-0.070478, -0.343881, -1.947076], [0.501497, 2.106769, -4.394441], [-0.736516, -0.164345, 0.501690], [1.647965, 1.171230, -4.282888]], "forces_ev_per_angstrom": [[-1.245, 0.292, 2.084], [-0.089, 0.185, -1.569], [4.893, 2.254, 1.890], [-1.362, 3.713, 1.569], [-0.458, -0.748, 0.965], [-2.647, 0.452, 0.933], [-0.514, -1.183, -1.338], [0.328, 0.276, 1.248], [-0.397, -0.602, 0.028], [-0.421, 0.664, 0.547], [0.680, 1.690, -1.245], [3.303, -3.152, -1.983], [0.241, -0.248, 0.157], [-0.613, -2.316, 1.651], [-0.532, 1.091, -1.322], [-0.354, -1.564, 0.826], [-0.731, -2.551, -2.118], [1.094, 0.419, 1.560], [-0.690, 0.576, 0.827], [-0.243, -2.117, -0.426], [-0.620, 0.592, -0.566], [-1.595, 3.307, -2.264], [1.975, -1.030, -1.452]]}